Record 1
# C25H47BrFNO42S11

A molecular structure, C25H47BrFNO42S11 at a distorted geometry (wB97M-V/def2-TZVPD, the OMol25 dataset).

CARTESIAN COORDINATES (ANGSTROEM)
1 C 7.46 -5.19 -5.00
2 C 6.92 -4.12 -4.97
3 C 6.15 -2.85 -4.79
4 C 4.68 -3.23 -4.33
5 C 3.62 -2.30 -4.99
6 N 2.48 -2.99 -5.66
7 Br 2.93 -3.73 -7.31
8 S 1.67 -4.10 -4.68
9 O 0.33 -4.19 -5.17
10 O 2.26 -5.41 -4.64
11 F 1.58 -3.44 -3.25
12 H 7.75 -6.21 -4.84
13 H 6.16 -2.32 -5.76
14 H 6.61 -2.19 -4.05
15 H 4.67 -3.00 -3.25
16 H 4.56 -4.29 -4.54
17 H 4.14 -1.75 -5.80
18 H 3.26 -1.52 -4.31
19 C 2.58 0.76 -1.47
20 C 1.67 1.16 -2.60
21 O 2.47 2.03 -3.42
22 S 4.00 1.56 -3.35
23 O 4.28 0.75 -4.49
24 O 4.80 2.68 -3.02
25 O 3.87 0.60 -2.07
26 H 2.65 1.55 -0.72
27 H 2.26 -0.16 -1.00
28 H 0.78 1.67 -2.25
29 H 1.38 0.30 -3.20
30 C -2.57 -1.27 -1.56
31 C -2.63 -1.08 -0.06
32 O -2.09 0.23 0.17
33 S -2.46 1.17 -1.08
34 O -3.61 1.93 -0.76
35 O -1.26 1.77 -1.56
36 O -2.90 0.02 -2.11
37 H -1.56 -1.53 -1.88
38 H -3.27 -2.02 -1.92
39 H -2.06 -1.84 0.48
40 H -3.67 -1.09 0.29
41 C 1.85 -4.57 0.96
42 C 0.73 -3.97 1.79
43 O 0.93 -2.56 1.69
44 S 1.55 -2.20 0.25
45 O 0.49 -1.79 -0.61
46 O 2.71 -1.42 0.46
47 O 1.99 -3.68 -0.16
48 H 2.79 -4.57 1.51
49 H 1.63 -5.58 0.63
50 H 0.76 -4.29 2.83
51 H -0.25 -4.21 1.36
52 C -6.68 -5.54 -1.68
53 C -5.64 -5.13 -2.70
54 O -4.99 -4.01 -2.10
55 S -4.96 -4.19 -0.50
56 O -3.69 -4.71 -0.13
57 O -5.49 -3.01 0.08
58 O -6.05 -5.36 -0.40
59 H -7.56 -4.88 -1.72
60 H -7.00 -6.57 -1.80
61 H -6.08 -4.86 -3.65
62 H -4.90 -5.92 -2.85
63 C 5.01 -0.18 3.33
64 C 3.84 0.67 3.77
65 O 2.92 -0.26 4.35
66 S 3.74 -1.46 5.05
67 O 3.84 -1.19 6.43
68 O 3.23 -2.69 4.55
69 O 5.16 -1.17 4.36
70 H 4.81 -0.70 2.39
71 H 5.92 0.41 3.23
72 H 3.38 1.20 2.94
73 H 4.13 1.39 4.54
74 C -9.55 -1.41 -4.27
75 C -9.98 -2.01 -2.95
76 O -10.54 -3.29 -3.29
77 S -9.77 -3.87 -4.58
78 O -8.77 -4.78 -4.13
79 O -10.73 -4.23 -5.55
80 O -9.04 -2.51 -5.03
81 H -10.41 -0.99 -4.81
82 H -8.79 -0.64 -4.15
83 H -10.71 -1.40 -2.43
84 H -9.12 -2.18 -2.30
85 C 6.93 5.45 3.78
86 C 6.50 4.75 5.05
87 O 6.04 3.46 4.61
88 S 6.89 3.00 3.33
89 O 7.92 2.13 3.77
90 O 5.97 2.64 2.31
91 O 7.55 4.42 2.98
92 H 6.07 5.84 3.23
93 H 7.63 6.26 3.97
94 H 5.70 5.27 5.56
95 H 7.35 4.60 5.72
96 C 2.19 5.98 7.72
97 C 1.30 6.39 6.57
98 O 2.06 7.38 5.85
99 S 3.62 7.03 5.97
100 O 4.00 6.32 4.80
101 O 4.31 8.17 6.43
102 O 3.51 5.97 7.17
103 H 2.16 6.72 8.53
104 H 1.93 5.00 8.12
105 H 0.35 6.80 6.90
106 H 1.12 5.55 5.90
107 C -1.43 1.15 4.88
108 C -0.38 1.71 3.94
109 O 0.16 2.85 4.62
110 S 0.13 2.58 6.21
111 O 1.41 2.13 6.62
112 O -0.53 3.67 6.83
113 O -0.87 1.32 6.19
114 H -2.35 1.73 4.83
115 H -1.64 0.11 4.69
116 H -0.79 2.00 2.98
117 H 0.44 0.99 3.79
118 C -6.11 4.38 -3.25
119 C -4.88 3.74 -3.86
120 O -5.32 2.44 -4.26
121 S -6.86 2.50 -4.71
122 O -6.92 2.61 -6.12
123 O -7.57 1.50 -3.99
124 O -7.20 3.94 -4.07
125 H -6.28 4.03 -2.23
126 H -6.05 5.47 -3.25
127 H -4.06 3.67 -3.15
128 H -4.55 4.28 -4.75

The value obtained for the calculated total energy is -306107.464 eV. As for the orbital gap: 9.335 eV. The net charge is 0.

Atomic partial charges in e from the Mulliken method, atoms 1 to 8:
1 C -0.06
2 C -0.65
3 C -0.40
4 C -0.34
5 C -0.06
6 N -0.23
7 Br 0.04
8 S 1.13

***

Record 2
# C43H48CoF2N4O12

A molecular structure, C43H48CoF2N4O12 (wB97M-V/def2-TZVPD, the OMol25 dataset).

CARTESIAN COORDINATES (ANGSTROEM)
1 Co -1.07 -0.15 -0.26
2 C 6.53 -2.22 0.88
3 C 6.01 -0.79 1.10
4 C 7.01 0.20 0.49
5 C 5.96 -0.54 2.61
6 C 4.64 -0.63 0.45
7 C 3.54 -0.21 1.15
8 C 2.27 -0.08 0.52
9 N 1.12 0.30 1.03
10 C 0.69 0.52 2.30
11 C 1.33 0.22 3.51
12 C 0.74 0.52 4.74
13 C -0.50 1.13 4.70
14 C -1.21 1.43 3.52
15 C -0.65 1.03 2.29
16 O -1.27 1.14 1.14
17 C -2.57 2.14 3.67
18 C -3.56 1.22 4.41
19 C -3.22 2.56 2.34
20 C -2.37 3.43 4.49
21 C 1.46 0.15 6.04
22 C 2.88 0.75 6.04
23 C 1.58 -1.37 6.16
24 C 0.72 0.66 7.27
25 C 2.13 -0.31 -0.92
26 O 1.00 -0.12 -1.45
27 C 3.30 -0.76 -1.63
28 C 4.49 -0.90 -0.93
29 C 3.18 -1.07 -3.12
30 C 2.74 0.19 -3.88
31 C 2.13 -2.18 -3.33
32 C 4.49 -1.55 -3.73
33 H 7.49 -2.36 1.39
34 H 6.68 -2.43 -0.18
35 H 5.81 -2.95 1.26
36 H 8.00 0.11 0.97
37 H 6.66 1.23 0.62
38 H 7.14 0.03 -0.58
39 H 6.96 -0.68 3.04
40 H 5.27 -1.23 3.10
41 H 5.63 0.48 2.83
42 H 3.60 0.04 2.20
43 H 2.30 -0.28 3.46
44 H -0.96 1.40 5.64
45 H -3.64 0.27 3.88
46 H -4.55 1.68 4.46
47 H -3.23 1.01 5.43
48 H -3.56 1.70 1.77
49 H -2.52 3.11 1.71
50 H -4.08 3.20 2.57
51 H -1.93 3.23 5.48
52 H -3.34 3.93 4.65
53 H -1.71 4.12 3.96
54 H 3.49 0.32 5.25
55 H 3.38 0.56 7.00
56 H 2.83 1.83 5.88
57 H 2.13 -1.79 5.31
58 H 0.58 -1.82 6.16
59 H 2.09 -1.66 7.08
60 H 0.57 1.75 7.23
61 H 1.31 0.44 8.17
62 H -0.26 0.19 7.38
63 H 5.36 -1.24 -1.48
64 H 1.78 0.55 -3.49
65 H 2.63 -0.02 -4.95
66 H 3.48 0.98 -3.76
67 H 1.18 -1.89 -2.88
68 H 2.47 -3.11 -2.86
69 H 1.98 -2.37 -4.40
70 H 5.28 -0.79 -3.65
71 H 4.34 -1.76 -4.80
72 H 4.85 -2.47 -3.26
73 O -1.25 1.31 -1.47
74 C -1.51 1.23 -2.66
75 C -1.76 0.01 -3.41
76 C -2.22 0.15 -4.70
77 C -2.49 -0.95 -5.48
78 C -2.27 -2.25 -4.97
79 C -1.80 -2.42 -3.71
80 C -1.55 -1.30 -2.84
81 O -1.16 -1.49 -1.66
82 N -3.02 -0.76 -6.82
83 O -3.20 0.38 -7.22
84 O -3.29 -1.75 -7.48
85 H -1.56 2.17 -3.22
86 H -2.37 1.14 -5.12
87 H -2.47 -3.09 -5.62
88 H -1.60 -3.40 -3.30
89 O 0.90 -2.87 0.69
90 C -0.07 -2.44 1.30
91 O -0.94 -1.58 1.00
92 C -0.36 -3.08 2.66
93 C -1.55 -2.85 3.33
94 C -1.77 -3.48 4.54
95 C -0.85 -4.32 5.12
96 C 0.33 -4.50 4.44
97 C 0.59 -3.91 3.22
98 N 1.37 -5.38 5.06
99 O 1.08 -5.96 6.09
100 O 2.44 -5.47 4.50
101 N -3.06 -3.26 5.26
102 O -3.87 -2.54 4.74
103 O -3.22 -3.85 6.32
104 H -2.28 -2.16 2.91
105 H -1.03 -4.80 6.07
106 H 1.52 -4.09 2.69
107 F -3.69 0.67 -0.58
108 C -2.96 -0.39 -0.08
109 F -3.40 -0.54 1.21
110 H -3.30 -1.28 -0.62

Its spin multiplicity is 2. The value obtained for the calculated total energy is -118958.392 eV. The expectation value of S² is 0.788. As for the orbital gap (spin up / spin down): 4.313 / 5.278 eV. The net charge is -2. The value obtained for the energy relative to the best compared isomer or geometry (same formula, charge and spin) is 63.6 kcal per mole.

Atomic partial charges in e from the Mulliken method, atoms 1 to 8:
1 Co 1.08
2 C -1.79
3 C 2.22
4 C -1.76
5 C -2.12
6 C -0.36
7 C -0.55
8 C -0.32

***

Record 3
# C10H14N

A gas-phase ion, C10H14N (charge +1) at a distorted geometry (wB97M-V/def2-TZVPD, the OMol25 dataset).

CARTESIAN COORDINATES (ANGSTROEM)
1 C 2.27 1.82 -2.16
2 C 1.45 1.64 -1.31
3 C -2.05 0.95 -0.53
4 C -0.97 1.57 -0.94
5 C -2.02 -0.15 0.54
6 C 0.40 -0.15 1.50
7 C 0.54 1.30 1.03
8 C -0.67 -0.79 0.66
9 C 0.37 1.33 -0.44
10 C 1.18 -1.50 -0.88
11 N -0.01 -0.83 -0.68
12 H 2.96 2.13 -3.03
13 H -3.12 1.30 -0.80
14 H -0.97 2.19 -1.83
15 H -2.48 0.25 1.54
16 H -2.73 -0.85 0.27
17 H 1.31 -0.70 1.42
18 H 0.12 -0.04 2.66
19 H -0.23 1.86 1.47
20 H 1.56 1.61 1.42
21 H -0.78 -1.91 1.00
22 H 1.08 -2.03 -1.80
23 H 1.98 -0.81 -0.99
24 H 1.57 -2.00 0.00
25 H -0.66 -0.67 -1.42

The value obtained for the calculated total energy is -12075.940 eV. As for the orbital gap (spin up / spin down): 8.070 / 8.071 eV. The net charge is +1. The value obtained for the energy relative to the best compared isomer or geometry (same formula, charge and spin) is 83.6 kcal per mole.

Atomic partial charges in e from the natural (NBO) method, atoms 1 to 8:
1 C -0.03
2 C -0.15
3 C -0.10
4 C -0.31
5 C -0.49
6 C -0.38
7 C -0.49
8 C -0.06

***

Record 4
# C3H8N3

A gas-phase ion, C3H8N3 (charge +1) at a distorted geometry (wB97M-V/def2-TZVPD, the OMol25 dataset).

CARTESIAN COORDINATES (ANGSTROEM)
1 C 0.04 -1.13 -2.09
2 C -0.56 -0.23 -0.19
3 C 0.19 0.65 1.99
4 N 0.43 -1.28 -0.73
5 N -0.77 -0.06 -1.66
6 N 0.17 0.85 0.55
7 H 0.09 -1.76 -2.94
8 H 1.03 1.21 2.47
9 H -0.53 1.30 2.59
10 H 0.06 -0.40 2.09
11 H 0.38 -2.14 -0.26
12 H -1.36 0.52 -2.32
13 H 1.10 0.75 0.15
14 H -0.25 1.69 0.32

The value obtained for the calculated total energy is -7700.069 eV. As for the orbital gap: 8.889 eV. The net charge is +1. The value obtained for the energy relative to the best compared isomer or geometry (same formula, charge and spin) is 120.1 kcal per mole.

Atomic partial charges in e from the natural (NBO) method, atoms 1 to 8:
1 C 0.27
2 C 0.13
3 C -0.45
4 N -0.60
5 N -0.55
6 N -0.53
7 H 0.25
8 H 0.25

***

Look up the calculated total energy of the second one.
-118958.392 eV

***

Among the records above, which one has the highest calculated total energy?
C3H8N3